(1)
Here is C3H7ClN2O in the gas phase at a distorted geometry from OMol25. Energies are from the ωB97M-V functional and the def2-TZVPD basis.

Geometry as XYZ:
```
14
Properties=species:S:1:pos:R:3
Cl -1.92785 0.36754 0.56650
O 0.41371 -3.18834 0.39580
N -0.59435 2.43438 -0.57552
N -0.75216 1.06477 -0.38865
C 0.48779 0.55830 0.04748
C 0.24602 -1.95872 -0.09012
C 0.47832 -0.82628 0.63346
H -0.00921 -1.85832 -1.10032
H 0.81970 -0.94450 1.58958
H 1.25570 0.76623 -0.77591
H 0.90137 1.34408 0.88801
H 0.11283 -3.69488 -0.31831
H -1.27121 3.01607 -1.02854
H -0.16066 2.91969 0.15653
```

## Properties
structure (SMILES): NN(Cl)C/C=C/O
molecular weight: 122.6 Da
LUMO energy: 0.80 eV
E_HOMO: -8.39 eV
largest force on an atom: 4.54 eV/Å
orbital gap: 9.185 eV
charge: 0

(2)
Here is a 5-piece molecular cluster, C4H16BrN8O4 overall at a distorted geometry from OMol25. Energies are from the ωB97M-V functional and the def2-TZVPD basis.

Geometry as XYZ:
```
33
Properties=species:S:1:pos:R:3
Br -0.09274 -0.24291 0.05797
O -2.42941 2.35128 4.06427
O -2.83410 -4.54851 2.06757
O -0.42231 -0.26031 -5.32603
O 4.79825 2.41100 -1.51118
N 4.35981 0.65604 -0.11167
N 2.68400 1.65032 -1.26810
N -1.03386 -3.12748 2.13878
N -0.60726 -1.15011 -3.20354
N -2.27936 1.07415 2.19155
N -2.83061 -2.47469 1.04249
N 0.64353 0.69915 -3.57360
N -0.49766 2.35921 2.85382
C -2.27469 -3.50905 1.73338
C -0.07437 -0.28539 -4.13813
C 3.99467 1.63573 -0.96980
C -1.75209 1.92172 3.12616
H -0.45101 -0.96916 -2.21447
H -3.79464 -2.51425 0.77143
H 3.64201 0.10307 0.32714
H -0.07575 3.17961 3.23980
H 0.04145 1.86278 2.15981
H 0.89304 1.50771 -4.11408
H 2.47326 2.34544 -1.96156
H -3.27124 1.24544 2.17051
H -1.70307 0.82282 1.39533
H 2.00115 1.24521 -0.64652
H -1.40674 -1.67383 -3.50750
H -0.60941 -2.26303 1.84526
H -2.25454 -1.65743 0.95014
H -0.58921 -3.75361 2.78727
H 0.46873 0.89022 -2.59870
H 5.28415 0.46883 0.22220
```

## Properties
molecular weight: 320.1 Da
LUMO energy: 2.82 eV
E_HOMO: -6.80 eV
largest force on an atom: 2.94 eV/Å
orbital gap: 9.626 eV
charge: -1

(3)
Here is an isolated ion of composition C9H14NO and charge +1 from OMol25. Energies are from the ωB97M-V functional and the def2-TZVPD basis.

Geometry as XYZ:
```
25
Properties=species:S:1:pos:R:3
O 1.55637 -1.48616 -0.08476
N -0.89656 -1.81008 0.68921
C -1.39491 0.67729 0.93243
C 1.79122 0.74861 -0.00846
C 2.85485 -1.19557 -0.31544
C -2.81050 -0.36351 -1.00675
C -0.54685 -0.40526 0.32930
C -1.56582 0.33267 -0.51766
C 3.05306 0.14332 -0.28060
C 0.91102 -0.29283 0.10688
C 1.56021 2.21129 0.13066
H -1.78491 -2.07127 0.23790
H -2.17437 0.37598 1.61690
H -3.35431 -0.86500 -0.20643
H -3.48697 0.37804 -1.42519
H 2.41628 2.75149 -0.26381
H -1.14619 1.02148 -1.23835
H 3.97746 0.66045 -0.42930
H -0.97092 -1.93768 1.70550
H -0.12237 -2.39982 0.33594
H -2.57945 -1.07145 -1.80224
H 3.51509 -2.02216 -0.48297
H -0.92154 1.60541 1.20463
H 0.67101 2.53201 -0.40751
H 1.44909 2.48278 1.18009
```

## Properties
structure (SMILES): Cc1ccoc1[C@@]1([NH3+])C[C@@H]1C
molecular weight: 152.2 Da
LUMO energy: -3.19 eV
E_HOMO: -12.03 eV
largest force on an atom: 0.87 eV/Å
orbital gap: 8.839 eV
charge: +1

(4)
Here is a 15-piece molecular cluster, C54H68BClFN15O4 overall at a distorted geometry from OMol25. Energies are from the ωB97M-V functional and the def2-TZVPD basis.

Geometry as XYZ:
```
144
Properties=species:S:1:pos:R:3
Cl -3.14194 -2.85818 -1.22115
F -4.11895 -4.20001 1.88890
O 3.73395 2.40769 2.07986
O 0.68200 1.61540 -2.77623
O -0.79374 3.52737 1.85371
O 2.18898 4.40206 2.60765
N 2.47075 -1.91807 8.37377
N 0.46268 11.78436 -2.02449
N -0.66493 -2.39684 -5.80774
N -2.85890 -3.63993 -10.80662
N 3.18152 2.08685 -0.97911
N -6.04358 4.12250 -1.46306
N -4.02263 1.64575 -5.89954
N 0.32170 -4.37181 -1.59185
N 2.27091 -0.46496 2.21654
N 5.54810 -4.06979 2.59068
N -2.21647 6.68640 -2.36278
N 4.10652 -9.55400 3.80557
N -1.69741 -4.03546 10.45997
N 0.35675 -1.10767 -13.36729
N 8.03782 -0.94995 5.18852
C 0.21912 0.01597 6.82003
C -1.01312 1.24123 0.69470
C -2.07966 -0.35755 5.25034
C -0.65976 -1.59362 11.01231
C 1.59867 -1.36816 1.83150
C 1.78288 2.08687 -0.50996
C -4.04793 0.28542 -2.95375
C -7.10593 3.62961 -1.70791
C -2.61368 1.13430 3.00607
C 10.51027 -0.68324 4.13349
C -0.55917 0.66921 -0.73533
C 0.85919 -4.07359 8.01483
C -1.06547 9.73688 -2.90317
C -0.20696 2.56953 1.21112
C 5.62831 -1.71927 3.92043
C 1.41588 -4.27348 -2.06663
C -1.65984 -0.30652 -3.97652
C -0.26079 1.50113 4.55264
C 5.14114 -7.12037 4.35751
C 0.73953 -2.49476 1.35292
C -1.17050 -2.56034 -6.88060
C -2.24457 -1.36284 -12.12477
C 2.79118 -4.14993 -2.66400
C -2.36981 -1.32536 -0.50070
C 4.56477 -8.47604 4.04997
C -3.91479 3.98363 -4.54983
C -0.21427 10.87754 -2.41365
C 0.32612 -3.66286 -14.24382
C 1.87446 5.27809 4.90926
C -1.53976 5.97027 -1.68259
C 1.74918 -2.87720 8.21318
C -1.62566 0.79217 4.22767
C -1.80694 -2.76459 -8.22931
C -2.58665 -2.63079 -11.39060
C 0.34324 -2.23975 -13.75561
C -3.95787 -1.64003 1.68695
C -1.16244 -0.70822 6.49968
C -3.23397 -0.67330 -3.99469
C -1.23276 -0.60758 -1.38837
C 5.58366 -3.02792 3.18012
C 2.85635 4.41192 3.92107
C -4.42282 0.92816 -1.85456
C -2.15048 0.55481 1.57983
C 9.13342 -0.83176 4.72108
C 1.37346 2.59242 0.79714
C 0.67173 1.13827 5.80498
C -1.23287 -2.95030 10.70220
C -0.80184 -1.15582 -2.86708
C -3.97516 2.68227 -5.30301
C 0.64177 1.46555 -1.50898
C -0.68945 5.06965 -0.82792
C -8.44125 3.00884 -2.01602
C -3.28230 -3.04202 2.18928
C -2.80855 -0.76524 0.93703
B 2.48513 3.19083 1.88090
H -1.04235 5.08737 0.20452
H -8.82198 3.39733 -2.96252
H 1.14346 -4.60051 7.10168
H -2.33058 -1.85652 -8.53422
H -3.07856 -0.92265 5.13352
H -1.04106 -2.99960 -8.97007
H -1.54334 -1.51226 7.22326
H 2.38160 6.31009 5.02206
H 0.31179 -0.89391 -3.09371
H -2.82227 -0.52995 -11.71793
H -2.47781 -1.47290 -13.18536
H -3.74494 -0.48932 -5.02718
H 4.85847 -6.41011 3.57772
H -3.65740 0.69993 3.29752
H -0.94702 -0.88239 10.23499
H -3.15939 -2.95726 3.33792
H -0.76936 9.46047 -3.91699
H 5.24924 -0.91811 3.28193
H 11.10863 -1.56742 4.36138
H 0.42966 -1.65180 11.05693
H -2.24150 -3.22419 1.71719
H 6.66043 -1.48823 4.21011
H -2.11637 10.03241 -2.90740
H 3.30123 -3.27987 -2.24560
H -2.52107 -3.58838 -8.18252
H -3.39722 -1.79936 -3.77518
H -4.28244 4.79543 -5.18068
H 6.22999 -7.18148 4.40529
H -1.04036 -2.27207 -3.00556
H -8.33794 1.92447 -2.09163
H 1.02797 -2.77494 0.33795
H -2.88442 4.19724 -4.25890
H -4.53311 3.92199 -3.65141
H -1.59672 0.84398 -3.78753
H -4.70907 -1.95076 0.85096
H 0.95466 -4.75302 8.86400
H -1.03760 -1.24180 11.97433
H 3.79699 1.57590 -0.32585
H 0.13117 2.35507 3.88564
H -4.50092 -1.06878 2.52114
H -0.94179 8.87272 -2.24849
H 0.85682 -3.36052 2.00792
H -0.74160 4.04583 -1.20447
H 10.44132 -0.56915 3.04983
H 1.67851 1.67857 5.99255
H 3.86238 4.95787 3.76295
H -1.18016 -1.14538 -12.01532
H -2.78267 2.28860 2.96339
H -4.68228 1.33500 -0.80127
H 3.58807 1.73211 2.80132
H 0.23377 -4.34516 -13.39650
H 3.21090 1.70775 -1.93929
H 0.84730 -0.26028 7.76065
H 1.25169 -3.88297 -14.77941
H 11.00056 0.19695 4.55399
H 1.75846 4.80764 5.95078
H -1.27342 -0.49771 -5.05882
H -0.18119 -3.75387 7.93158
H 5.01165 -1.77924 4.81966
H -9.15270 3.24463 -1.22212
H 0.34888 5.40668 -0.85484
H -0.30841 -2.18697 1.35316
H 0.87021 5.42178 4.34508
H -0.51988 -3.81444 -14.91720
H 2.71636 -4.03251 -3.74697
H 3.37445 -5.04565 -2.44198
H 3.02136 3.36305 4.36710
H 4.76209 -6.76439 5.31759
```

## Properties
molecular weight: 1056.5 Da
LUMO energy: -1.35 eV
E_HOMO: -8.44 eV
largest force on an atom: 6.71 eV/Å
orbital gap: 7.098 eV
charge: 0

(5)
Here is an isolated ion of composition C3H11N2 and charge +1 at a distorted geometry from OMol25. Energies are from the ωB97M-V functional and the def2-TZVPD basis.

Geometry as XYZ:
```
16
Properties=species:S:1:pos:R:3
N 0.30382 -0.69673 0.79769
N 1.01400 1.33869 -0.72687
C -0.79043 0.30265 0.66823
C 0.03525 -1.98548 0.14798
C -0.48710 1.17040 -0.57799
H 1.42352 1.89402 0.02570
H 1.36789 1.62355 -1.63967
H -0.92027 -2.33641 0.54329
H 0.32346 -0.82308 1.80095
H -0.14800 -1.93218 -0.93539
H 0.87130 -2.63796 0.36935
H -0.74898 0.64356 -1.48937
H -0.77235 1.03354 1.48116
H 1.28319 0.34139 -0.58982
H -1.80315 -0.07874 0.57183
H -0.95217 2.14277 -0.44707
```

## Properties
structure (SMILES): CNCC[NH3+]
molecular weight: 75.1 Da
LUMO energy: -3.42 eV
E_HOMO: -14.04 eV
largest force on an atom: 1.92 eV/Å
orbital gap: 10.618 eV
charge: +1

(6)
Here is C5H10N2S in the gas phase at a distorted geometry from OMol25. Energies are from the ωB97M-V functional and the def2-TZVPD basis.

Geometry as XYZ:
```
18
Properties=species:S:1:pos:R:3
S -1.91556 -1.03178 -0.00994
N 2.40946 -1.09332 -0.35288
N 0.59728 1.78887 -0.32986
C 1.16817 -0.80125 0.39637
C -1.01132 0.36191 0.41724
C 1.40301 0.80000 0.62188
C -0.95251 1.68345 -0.25982
C -0.16097 -0.68730 -0.28282
H 2.56654 1.26352 0.62921
H -0.81572 0.47848 1.49566
H 1.01584 1.12543 1.70669
H -1.47646 2.67517 0.11513
H 0.58227 1.17132 -1.39162
H 2.54258 -0.92899 -1.38657
H 2.39540 -2.21737 -0.37185
H -1.28034 1.59157 -1.30225
H 0.20516 -0.33424 -1.30665
H 1.18817 -1.32613 1.39337
```

## Properties
structure (SMILES): N[C@H]1CNC[C@H]2S[C@H]12
molecular weight: 130.2 Da
LUMO energy: 0.79 eV
E_HOMO: -8.64 eV
largest force on an atom: 5.84 eV/Å
orbital gap: 9.426 eV
charge: 0